# 1
DFT (ωB97M-V/def2-TZVPD) results for a 11-piece molecular cluster, C33H99O44P11 overall.

Output
HOMO energy ... -9.801 eV
Energy relative to the best compared isomer or geometry (same formula, charge and spin) ... 0.000 eV
Structure (SMILES) ... COP(=O)(OC)OC.COP(=O)(OC)OC.COP(=O)(OC)OC.COP(=O)(OC)OC.COP(=O)(OC)OC.COP(=O)(OC)OC.COP(=O)(OC)OC.COP(=O)(OC)OC.COP(=O)(OC)OC.COP(=O)(OC)OC.COP(=O)(OC)OC
Total charge ... 0
Kohn-Sham gap ... 0.38003 Ha

Geometry as XYZ:
```
187
Properties=species:S:1:pos:R:3:forces:R:3:lowdin_charge:R:1
C -1.67442 -5.91931 -7.76215 0.9 -1.3 2.6 -0.068
O -1.13431 -4.96019 -6.82916 0.3 1.0 0.8 -0.242
P -1.68152 -4.83488 -5.31491 0.0 -0.3 -0.3 0.393
O -2.02206 -6.09747 -4.65932 0.1 0.0 0.0 -0.232
O -0.61241 -3.97581 -4.47254 -0.9 -2.1 -1.0 -0.200
C -0.29161 -2.72266 -5.00556 -0.4 1.7 0.8 -0.120
O -2.91860 -3.87107 -5.56231 -0.4 0.5 0.1 -0.243
C -4.10080 -3.97046 -4.72787 -0.1 -1.1 -1.1 -0.065
H -1.29644 -6.89183 -7.34136 -0.9 0.5 -0.9 0.110
H -1.25998 -5.74005 -8.70928 0.7 0.4 -1.1 0.065
H -2.74121 -5.86080 -7.81634 -0.7 -0.1 0.1 0.080
H -0.00988 -2.80125 -6.03908 0.4 0.1 -0.5 0.083
H 0.52562 -2.33693 -4.36474 -0.5 0.1 -0.5 0.097
H -1.21562 -2.09845 -4.94863 0.9 -0.1 0.0 0.072
H -4.19061 -5.04783 -4.50909 -0.7 0.5 -0.2 0.083
H -4.95256 -3.50091 -5.27111 0.7 -0.6 0.3 0.101
H -3.99777 -3.47531 -3.80247 0.5 0.9 1.0 0.060
C 3.55107 -3.77245 -4.83441 0.2 -1.3 0.3 -0.080
O 4.25493 -3.85127 -3.58285 0.0 0.0 0.8 -0.232
P 3.55477 -4.64314 -2.36345 0.4 1.4 -2.0 0.284
O 2.15746 -4.30192 -2.25134 -1.5 0.4 0.8 -0.198
O 4.50518 -4.32122 -1.18121 1.0 -0.8 0.2 -0.183
C 4.19091 -3.52875 -0.04196 2.2 0.6 0.1 -0.056
O 3.71416 -6.13192 -2.76147 1.7 -2.0 -0.2 -0.210
C 5.03449 -6.80528 -2.94620 -0.7 1.0 -0.3 -0.032
H 2.46517 -3.88556 -4.70091 0.4 0.3 0.0 0.073
H 3.92344 -4.59393 -5.46868 -0.3 0.3 0.1 0.092
H 3.85021 -2.84298 -5.26717 -0.2 0.6 -0.4 0.079
H 4.03142 -2.52548 -0.34210 -0.5 0.9 -0.3 0.066
H 5.06930 -3.48681 0.64880 -0.6 -0.4 -0.7 0.118
H 3.37473 -3.92258 0.46360 -1.6 -0.7 0.9 0.048
H 5.69172 -6.27711 -3.68550 -1.0 -0.5 0.3 0.099
H 4.78663 -7.84321 -3.23589 0.3 0.7 0.2 0.096
H 5.56148 -6.70905 -2.00866 0.1 -0.5 0.4 0.071
C -0.35651 6.54353 1.89463 0.6 2.2 1.5 -0.067
O -1.29917 6.48239 2.99941 -1.0 -1.8 -0.2 -0.211
P -1.84922 4.98472 3.31757 1.8 1.0 -0.8 0.385
O -0.86205 3.88997 3.28930 0.1 0.0 0.0 -0.234
O -2.93075 4.79587 2.18966 -0.8 0.0 0.3 -0.214
C -3.51222 3.45524 1.96326 1.2 0.8 -0.1 -0.017
O -2.39165 5.19792 4.78227 -0.5 0.5 -0.1 -0.201
C -2.16688 4.15803 5.73324 -1.6 -0.8 0.8 -0.105
H -0.21232 5.64377 1.38078 0.0 -1.4 -0.7 0.031
H 0.55667 6.81780 2.43928 0.2 -0.1 -0.7 0.101
H -0.59373 7.36047 1.19785 -0.3 -0.4 0.4 0.097
H -2.83953 2.93582 1.25525 -0.9 0.3 0.0 0.079
H -4.55840 3.62707 1.68458 0.5 -0.3 -0.2 0.104
H -3.39527 2.91744 2.87843 -0.5 -0.6 0.7 0.055
H -1.11571 3.84943 5.77426 -0.4 0.0 -0.2 0.063
H -2.88516 3.32271 5.46226 1.2 0.5 0.5 0.102
H -2.49568 4.52842 6.74117 0.4 -0.1 -1.0 0.105
C 2.17073 3.38442 4.73136 1.5 -1.4 -1.0 -0.039
O 1.56223 2.05849 5.00148 -0.4 1.0 -0.2 -0.235
P 1.87610 1.33279 6.37614 0.3 2.2 0.2 0.386
O 1.13249 0.08430 6.52925 0.2 0.1 0.2 -0.216
O 3.46938 1.28833 6.39698 -0.4 -0.1 0.9 -0.216
C 4.07293 0.10514 5.88154 0.4 0.8 -0.9 -0.081
O 1.66144 2.54242 7.46789 -1.4 -1.6 0.5 -0.238
C 0.38379 2.52209 8.23028 -1.1 -0.8 -1.6 -0.070
H 1.97537 4.14145 5.47655 -0.2 -0.2 0.4 0.081
H 1.87643 3.75777 3.74345 -0.5 -0.5 0.4 0.065
H 3.25701 3.13959 4.64662 -0.7 0.7 0.3 0.095
H 3.90142 0.12716 4.81190 0.0 -0.4 -0.2 0.058
H 3.66004 -0.76372 6.33670 -0.3 -0.7 0.3 0.080
H 5.14713 0.15775 6.03020 0.0 0.1 0.3 0.095
H 0.20338 1.61402 8.84343 0.7 0.3 -0.5 0.089
H -0.52902 2.54871 7.50782 1.7 0.2 1.1 0.087
H 0.35808 3.36939 8.89746 0.3 0.4 -0.1 0.074
C -3.56513 -1.30981 -7.64091 0.7 -0.3 -0.9 -0.090
O -2.40402 -0.76731 -7.00664 0.5 -0.3 0.5 -0.200
P -2.78581 0.09036 -5.74232 -0.5 -1.2 1.3 0.328
O -3.44115 -0.61543 -4.60609 0.4 0.5 -0.8 -0.239
O -1.43069 0.76373 -5.37246 -0.9 -0.1 -1.2 -0.182
C -0.95767 0.92019 -4.05055 0.7 0.7 0.8 -0.082
O -3.74248 1.10384 -6.47889 -0.9 1.4 0.4 -0.233
C -4.73422 1.80790 -5.67641 -0.2 -0.7 1.4 -0.075
H -3.38629 -2.36282 -7.86281 0.1 0.2 0.0 0.090
H -3.68348 -0.71123 -8.53773 -0.4 -0.2 -0.3 0.093
H -4.42450 -1.22390 -7.01488 -0.7 0.0 0.4 0.070
H -0.02378 0.38919 -4.04809 0.6 -0.2 0.4 0.082
H -1.58741 0.53679 -3.23711 -0.2 0.1 -0.6 0.079
H -0.76596 1.99389 -3.95437 0.0 -0.3 0.4 0.063
H -5.26053 2.54669 -6.28478 0.2 -0.4 -0.2 0.088
H -4.23732 2.34632 -4.83949 -0.2 -0.3 -0.5 0.081
H -5.44584 1.05698 -5.19466 0.9 1.0 -0.8 0.109
C 6.58986 0.99508 2.23290 1.1 0.9 0.3 -0.127
O 5.63653 0.05440 1.84120 -1.1 -0.3 -0.1 -0.223
P 4.31072 0.55679 1.10377 -0.3 -1.3 0.0 0.394
O 3.74257 1.80811 1.63012 0.3 -0.3 -0.3 -0.212
O 4.77620 0.43631 -0.40404 -0.5 0.6 0.1 -0.215
C 3.76725 0.66563 -1.45716 1.8 -1.5 -0.6 -0.025
O 3.35965 -0.75083 1.25825 0.9 1.2 0.3 -0.246
C 3.00672 -1.09570 2.62633 -0.1 0.3 -0.6 -0.065
H 6.99514 1.52186 1.35472 -0.2 0.1 0.3 0.092
H 7.41030 0.42400 2.65661 0.1 0.0 0.2 0.085
H 6.22603 1.71920 2.99229 0.0 -0.4 -0.6 0.097
H 2.83522 0.32741 -1.04546 -0.8 0.2 -0.4 0.059
H 4.13192 0.04333 -2.32067 -0.6 0.2 0.9 0.110
H 3.84163 1.66942 -1.81352 -0.4 0.7 0.4 0.048
H 2.29774 -1.89402 2.48065 -0.4 -0.3 0.4 0.073
H 2.55441 -0.22918 3.14248 0.1 -0.4 -0.2 0.076
H 3.90228 -1.45154 3.14545 -0.2 0.1 0.0 0.085
C -5.94856 0.04015 5.98571 -0.6 1.1 0.0 -0.098
O -4.59117 -0.33503 5.86695 0.9 -0.3 1.0 -0.214
P -3.89650 -0.53806 4.46646 2.0 1.7 0.0 0.344
O -4.81970 -0.39693 3.36379 -0.9 -0.2 -1.1 -0.223
O -3.03563 -1.84970 4.57401 -1.0 -1.5 0.6 -0.214
C -3.70118 -3.19170 4.62611 0.9 0.6 -0.8 -0.019
O -2.71503 0.57970 4.37168 -1.9 -1.3 -0.5 -0.242
C -1.64410 0.57802 5.29072 0.5 1.4 0.5 -0.148
H -6.42297 -0.54119 6.78226 0.2 0.0 -0.3 0.089
H -6.36912 -0.14696 5.00743 -0.8 0.1 0.0 0.067
H -6.06296 1.13348 6.23752 0.3 -1.0 -0.3 0.106
H -4.72670 -3.18370 4.22620 0.4 0.3 0.1 0.095
H -3.69265 -3.63064 5.62117 0.1 0.5 0.2 0.086
H -3.03823 -3.79258 3.98684 -0.5 0.1 0.2 0.065
H -2.07324 0.76918 6.27893 0.3 -0.5 0.3 0.085
H -1.08522 1.53553 5.06033 0.0 -1.5 0.1 0.077
H -1.06268 -0.35970 5.23137 -0.1 0.8 0.2 0.086
C 0.47303 -5.93459 4.89397 0.4 -2.2 0.6 -0.116
O -0.51885 -5.67904 3.91101 0.5 0.6 -1.7 -0.215
P -0.09702 -5.31615 2.39061 -0.7 -0.8 0.3 0.377
O 0.50342 -4.00779 2.14140 0.0 0.3 0.4 -0.215
O 0.78801 -6.54470 1.98932 0.6 -0.7 0.0 -0.209
C 1.42321 -6.58819 0.69686 -0.8 -0.6 -0.9 -0.063
O -1.42815 -5.62295 1.56402 0.4 0.7 0.4 -0.189
C -2.34332 -4.53740 1.34017 -0.3 0.0 0.6 -0.088
H 0.19602 -5.37410 5.76533 -0.2 0.0 0.6 0.077
H 1.52160 -5.71507 4.68607 -0.2 0.5 -0.7 0.085
H 0.49091 -7.06342 5.08325 -0.3 1.5 0.0 0.114
H 0.71329 -7.01867 -0.07514 0.8 0.6 1.0 0.122
H 2.33175 -7.19154 0.72427 -0.3 -0.2 0.4 0.090
H 1.72786 -5.60121 0.40515 -0.1 0.6 -0.3 0.047
H -2.04058 -3.60685 1.81469 0.2 -0.1 0.4 0.078
H -3.30840 -4.87171 1.71232 -0.1 0.2 0.0 0.093
H -2.41813 -4.29264 0.30418 0.0 -0.3 -0.9 0.067
C 5.16333 4.66871 -0.18558 0.4 -0.2 0.6 -0.074
O 3.77455 4.85410 0.10717 0.0 -0.1 0.1 -0.198
P 2.67185 4.90307 -0.99966 0.4 -0.5 -1.7 0.300
O 2.51750 6.12216 -1.76528 0.0 1.1 -0.4 -0.224
O 3.10541 3.66403 -1.91552 0.2 0.3 -0.7 -0.266
C 2.54333 3.39697 -3.24244 0.5 -1.2 0.1 -0.064
O 1.34357 4.52896 -0.29638 -0.6 0.9 -0.3 -0.190
C 1.25301 3.52486 0.66360 -0.6 -0.9 1.1 -0.122
H 5.46593 4.73829 -1.24675 -0.6 -0.3 0.4 0.101
H 5.44379 3.71386 0.29838 0.0 0.4 -0.6 0.081
H 5.67120 5.47377 0.33194 0.2 0.1 0.1 0.083
H 3.32266 2.90473 -3.90288 -0.5 0.7 1.0 0.101
H 2.13391 4.24683 -3.79869 0.0 0.0 0.7 0.077
H 1.79662 2.62640 -3.02116 -0.2 0.4 -0.5 0.076
H 1.68468 2.59416 0.30594 0.1 0.0 0.2 0.063
H 0.19602 3.35998 0.88435 0.0 0.0 -0.2 0.077
H 1.69763 3.88329 1.58693 0.3 -0.3 0.1 0.075
C 0.53224 -2.47605 -0.38842 1.2 1.0 -0.7 -0.097
O -0.13973 -1.46677 0.36774 -1.0 0.1 0.0 -0.227
P -0.65686 -0.04979 -0.13262 2.0 0.7 1.2 0.344
O 0.35462 0.79466 -0.82395 -0.9 -0.9 0.1 -0.235
O -1.99950 -0.21416 -0.88370 -0.7 -0.8 -0.7 -0.246
C -2.93061 -1.32422 -0.52171 1.1 1.9 -0.7 0.016
O -1.17746 0.53422 1.24120 -0.2 -0.2 -0.3 -0.213
C -0.34604 0.79590 2.37187 0.0 -0.2 0.7 -0.082
H 0.85468 -2.03421 -1.36248 0.6 -0.2 0.9 0.094
H -0.10164 -3.27680 -0.73562 -0.5 -0.5 0.6 0.074
H 1.32691 -2.81116 0.31873 -0.5 0.0 -1.3 0.065
H -3.62389 -1.22302 -1.34904 -0.6 -0.3 0.4 0.090
H -3.29201 -1.05381 0.48366 -0.2 -0.7 -0.5 0.102
H -2.34700 -2.22666 -0.65100 -0.3 -0.3 0.5 0.060
H -0.26594 -0.09747 3.06246 -0.5 1.0 -0.8 0.110
H -0.81237 1.69003 2.81373 0.5 -0.6 0.3 0.060
H 0.66643 1.03719 2.07126 0.3 0.2 -0.2 0.073
C -1.34801 7.20323 -2.84998 0.0 -1.8 -1.8 -0.013
O -2.05340 5.91219 -2.50975 1.1 1.3 -0.5 -0.212
P -1.88249 4.66534 -3.44783 0.6 -1.1 -0.5 0.348
O -0.48679 4.24575 -3.76129 -1.2 0.9 -0.1 -0.245
O -2.88573 4.88578 -4.66459 1.4 -0.1 -1.1 -0.208
C -2.40096 4.50607 -6.01112 0.2 3.9 0.3 -0.046
O -2.70903 3.54055 -2.70519 0.4 -0.2 0.3 -0.214
C -2.01570 3.05026 -1.53427 -1.7 0.0 1.4 -0.092
H -2.01857 7.70671 -3.55200 0.0 0.3 0.6 0.086
H -0.35573 7.12087 -3.38408 -1.0 -0.7 0.7 0.107
H -1.17238 7.63500 -1.91109 -0.1 1.0 1.0 0.060
H -3.05564 3.80555 -6.37713 -1.5 -1.6 -0.9 0.027
H -1.39315 4.15574 -6.09172 0.6 -0.3 0.7 0.073
H -2.43876 5.47939 -6.61694 -0.1 -1.5 0.7 0.117
H -2.05505 3.88806 -0.80650 0.2 -0.6 -0.1 0.090
H -0.99676 2.77748 -1.72827 0.4 -0.2 -0.2 0.053
H -2.60986 2.17771 -1.13197 0.8 1.0 -0.6 0.102
```
Positions in Å, forces in eV/Å.

# 2
DFT (ωB97M-V/def2-TZVPD) results for an isolated ion of composition C6H8N3S and charge +1.

Output
HOMO energy ... -13.732 eV
Energy relative to the best compared isomer or geometry (same formula, charge and spin) ... 2.240 eV
Structure (SMILES) ... C[C@]12[NH+]=CN=C[C@H]1N=CS2
Total charge ... +1
Kohn-Sham gap ... 0.30834 Ha

Geometry as XYZ:
```
18
Properties=species:S:1:pos:R:3:forces:R:3:lowdin_charge:R:1
C -0.13753 -1.80118 -0.20306 0.9 1.3 -0.5 -0.055
C -0.44589 -0.34908 0.15975 0.0 1.6 -1.6 -0.517
N -0.44703 0.39963 -1.40910 -0.3 0.2 1.5 0.157
C 0.09014 1.55507 -1.62397 0.8 -1.4 0.7 -0.079
N 1.21263 1.90441 -0.94726 0.2 0.2 0.8 0.140
C 1.45425 1.44285 0.20790 -0.8 -0.5 -1.0 0.012
C 0.49169 0.58934 0.98090 -1.7 0.0 -0.2 -0.272
N -0.28223 1.48738 1.82073 0.4 0.4 1.1 0.048
C -1.47016 1.14863 2.00301 1.3 -1.8 -3.4 -0.349
S -2.10251 -0.10654 0.87000 0.7 -0.4 0.1 1.025
H -1.04510 -2.15072 -0.66832 0.0 -0.9 0.1 0.083
H 0.39649 -2.44724 0.47816 -1.0 -0.1 1.1 0.103
H 0.65239 -1.75769 -0.92982 0.2 0.1 -1.0 0.086
H -1.07781 -0.03314 -2.05115 -0.8 0.1 -0.5 0.140
H -0.04213 2.31117 -2.35083 -1.4 0.0 -1.4 0.146
H 2.38321 1.76776 0.53825 1.6 0.0 1.4 0.123
H 0.89182 -0.08934 1.68442 1.5 -0.6 0.8 0.151
H -2.18318 1.53477 2.61292 -1.7 1.5 2.0 0.057
```
Positions in Å, forces in eV/Å.

# 3
DFT (ωB97M-V/def2-TZVPD) results for the molecule C5H7NO2.

Output
HOMO energy ... -9.239 eV
Energy relative to the best compared isomer or geometry (same formula, charge and spin) ... 5.870 eV
Structure (SMILES) ... CN1[C@H](C=O)[C@@H]1C=O
Total charge ... 0
Kohn-Sham gap ... 0.33441 Ha

Geometry as XYZ:
```
15
Properties=species:S:1:pos:R:3:forces:R:3:lowdin_charge:R:1
C -0.04004 0.72555 1.37830 3.9 1.2 1.7 -0.132
N -0.30345 1.17068 0.00038 1.5 -1.3 -0.2 -0.038
C -0.73911 0.24845 -0.96101 -4.0 -2.2 0.7 -0.249
C -1.70814 -0.90896 -0.40039 0.5 0.8 -1.8 -0.181
O -2.47953 -0.66715 0.49120 0.8 -0.8 -0.7 0.058
C 0.71899 0.28516 -0.88549 -0.6 2.0 -1.1 -0.165
C 1.61914 -0.63624 -0.27858 3.1 -2.3 1.6 -0.248
O 1.26899 -1.44975 0.58163 0.5 0.2 -1.7 -0.010
H 0.79490 -0.18774 1.47801 -3.5 2.2 0.4 0.084
H -0.93873 0.53626 2.12398 2.0 1.1 -1.7 0.114
H 0.91143 1.64266 1.44096 -3.1 -2.1 1.7 0.163
H -1.33968 0.65494 -1.84364 1.3 -0.3 0.9 0.168
H -1.74996 -1.80307 -1.14076 -0.2 0.7 1.4 0.140
H 1.13716 0.96541 -1.57622 0.7 0.3 -0.8 0.117
H 2.84804 -0.57622 -0.40837 -3.0 0.4 -0.4 0.179
```
Positions in Å, forces in eV/Å.